1.
ORCA calculation (wB97M-V/def2-TZVPD) on a structure of composition C3H4FeLiO3.

Structure (XYZ):
```
12
Properties=species:S:1:pos:R:3:forces:R:3
C -2.082 0.199 0.408 0.201 2.715 0.392
C -1.686 -1.010 0.864 -0.163 -0.663 -1.524
H -2.130 0.434 -0.659 -0.342 -0.129 0.084
H -1.722 -1.646 -0.056 0.649 -1.003 1.442
H -1.728 -1.239 1.933 0.131 -0.549 -0.146
O 1.653 -0.004 -1.040 -2.122 -0.949 0.640
C 2.408 0.763 -0.361 3.332 1.239 -1.324
O 2.077 1.144 0.780 -2.544 -0.496 1.617
O 3.533 1.143 -0.863 -0.124 -0.043 0.027
Li 1.604 -0.835 -2.727 0.303 -0.441 -1.212
Fe 0.403 0.041 0.624 0.911 0.247 0.107
H -2.330 1.010 1.099 -0.233 0.072 -0.102
```
Forces are in eV/Å.

Computed properties:
Kohn-Sham gap (spin up / spin down) (eV): 11.7688 / 7.0454
ΔE to the lowest compared entry with this formula, charge and spin (kcal/mol): 24.7
Charge: +3
<S²>: 12.01
Energy (Eh): -1612.2318
2S+1: 7



2.
ORCA calculation (wB97M-V/def2-TZVPD) on a structure of composition C3H4HgLi2O2.

Structure (XYZ):
```
12
Properties=species:S:1:pos:R:3:forces:R:3
O 0.501 -0.616 0.616 1.072 1.476 -0.448
C -0.655 -1.117 1.105 -1.010 -0.121 -0.015
C 0.509 0.866 0.377 0.277 -2.153 2.090
O -0.657 -2.370 1.105 0.148 0.563 0.527
C 0.018 1.022 -1.050 2.679 1.147 -0.515
Li -1.345 -2.652 2.766 0.068 0.091 -0.481
H 1.551 1.211 0.431 -0.007 -0.750 -0.701
H 0.272 1.339 1.337 -1.994 0.190 -0.534
H 1.058 1.014 -1.372 -0.319 0.860 -1.095
H -0.390 0.959 -2.079 -1.335 0.052 1.293
Li -2.039 1.304 -0.646 0.122 -0.333 0.380
Hg 1.177 -0.960 -2.590 0.298 -1.023 -0.500
```
Forces are in eV/Å.

Computed properties:
Kohn-Sham gap (spin up / spin down) (eV): 7.0876 / 6.1380
ΔE to the lowest compared entry with this formula, charge and spin (kcal/mol): 18.6
Charge: +1
<S²>: 0.76
Energy (Eh): -435.2933
2S+1: 2



3.
ORCA calculation (wB97M-V/def2-TZVPD) on a structure of composition C3H4HoLiO4.

Structure (XYZ):
```
13
Properties=species:S:1:pos:R:3:forces:R:3
O 0.485 1.590 0.368 -4.741 1.233 -0.510
C 1.494 0.870 0.989 3.812 -1.846 -0.067
C -0.793 1.435 0.660 4.273 -3.081 0.306
O 2.609 1.149 0.510 -0.339 0.057 0.734
O 1.182 0.029 1.824 -0.620 0.468 0.033
C -1.616 2.211 1.413 -0.431 4.199 -0.570
Ho 5.050 1.116 0.567 0.165 0.379 -0.530
H -2.614 2.414 1.028 -0.975 -0.341 0.554
H -1.138 3.051 1.917 -0.223 0.043 0.553
Li 1.826 -1.004 3.211 -0.159 -0.539 0.636
O -1.323 0.136 0.640 -1.462 3.788 1.249
H -0.848 -0.493 0.055 -0.856 -1.489 -0.305
H -2.270 0.415 1.243 1.555 -2.871 -2.081
```
Forces are in eV/Å.

Computed properties:
Kohn-Sham gap (spin up / spin down) (eV): 8.7517 / 4.6777
ΔE to the lowest compared entry with this formula, charge and spin (kcal/mol): 26.1
Charge: +4
<S²>: 6.01
Energy (Eh): -1371.3572
2S+1: 5



4.
ORCA calculation (wB97M-V/def2-TZVPD) on an isolated molecule of C3H4I2.

Structure (XYZ):
```
9
Properties=species:S:1:pos:R:3:forces:R:3
I -0.362 -3.003 1.286 -0.087 0.152 -0.175
C -0.875 -1.261 0.248 -0.429 1.675 -0.944
I -3.183 -1.256 -0.512 2.308 -0.026 0.718
C -0.355 0.098 0.747 0.904 -1.834 -0.477
C 0.099 -0.475 -0.685 -2.363 0.035 0.695
H 0.307 -0.036 1.685 -0.779 0.411 -1.984
H -0.953 0.997 0.749 -0.280 -0.176 0.014
H -0.483 -0.177 -1.617 0.851 0.272 1.573
H 1.126 -0.710 -0.944 -0.125 -0.509 0.581
```
Forces are in eV/Å.

Computed properties:
Kohn-Sham gap (eV): 8.4762
ΔE to the lowest compared entry with this formula, charge and spin (kcal/mol): 23.7
Energy (Eh): -712.0160
2S+1: 1
SMILES string: IC1(I)CC1



5.
ORCA calculation (wB97M-V/def2-TZVPD) on a structure of composition C3H4IN.

Structure (XYZ):
```
9
Properties=species:S:1:pos:R:3:forces:R:3
C -1.045 0.480 0.778 2.210 6.328 -2.836
C 0.069 1.141 -0.267 -4.870 3.870 2.971
C -0.429 -0.631 0.397 4.129 -5.676 -3.256
N 0.534 -0.036 -0.554 -1.436 -5.674 2.042
I 2.364 -2.361 -2.037 0.397 -0.556 -0.318
H -1.990 0.728 1.127 -1.341 0.439 0.880
H 0.121 2.069 -0.889 0.103 -0.852 0.899
H -0.690 -1.740 0.594 0.969 1.936 -0.529
H 1.618 -1.021 -1.520 -0.161 0.185 0.146
```
Forces are in eV/Å.

Computed properties:
Kohn-Sham gap (spin up / spin down) (eV): 8.5537 / 6.6730
ΔE to the lowest compared entry with this formula, charge and spin (kcal/mol): 38.7
<S²>: 2.01
Energy (Eh): -468.9274
2S+1: 3



6.
ORCA calculation (wB97M-V/def2-TZVPD) on an isolated molecule of C3H4IN3O.

Structure (XYZ):
```
12
Properties=species:S:1:pos:R:3:forces:R:3
C 0.556 2.804 -0.396 -0.259 -3.170 -1.130
C 0.185 0.567 -1.433 -0.953 0.210 -2.608
C -0.541 -1.613 1.340 -0.751 -0.757 -2.196
N 0.687 1.631 -0.761 0.418 3.323 1.219
N -0.255 -0.432 -0.630 -1.481 -4.982 -1.217
N -0.203 -0.425 0.654 0.470 1.638 2.062
O 0.083 0.521 -2.661 0.340 -0.081 1.506
I 2.043 4.137 0.179 0.437 0.390 0.243
H 0.007 -1.679 2.211 2.493 -0.595 1.373
H -1.449 -1.573 1.894 -1.883 0.352 -0.449
H -0.526 -2.514 0.667 0.101 0.443 0.828
H -0.588 -1.423 -1.063 1.068 3.229 0.368
```
Forces are in eV/Å.

Computed properties:
Kohn-Sham gap (spin up / spin down) (eV): 8.0956 / 6.6303
ΔE to the lowest compared entry with this formula, charge and spin (kcal/mol): 65.3
Energy (Eh): -653.7557
2S+1: 1



7.
ORCA calculation (wB97M-V/def2-TZVPD) on an isolated molecule of C3H4INO.

Structure (XYZ):
```
10
Properties=species:S:1:pos:R:3:forces:R:3
I -2.856 -0.476 -0.060 1.320 0.106 0.561
C -0.426 -0.232 0.782 -2.424 0.804 -2.950
C 0.365 -0.892 -0.344 -0.202 2.862 -0.272
O 0.952 0.295 -1.022 0.591 0.412 1.515
C 0.663 1.334 -0.204 -0.101 0.393 -1.287
N -0.197 1.172 0.722 0.688 -1.268 1.374
H -0.644 -0.753 1.676 0.098 -0.034 0.840
H 1.125 -1.466 0.088 1.438 -1.030 0.310
H -0.099 -1.304 -1.197 -1.017 -1.267 -0.088
H 1.116 2.322 -0.443 -0.390 -0.977 -0.002
```
Forces are in eV/Å.

Computed properties:
Kohn-Sham gap (eV): 8.1161
ΔE to the lowest compared entry with this formula, charge and spin (kcal/mol): 20.7
Energy (Eh): -544.3499
2S+1: 1
SMILES string: I[C@H]1COC=N1



8.
ORCA calculation (wB97M-V/def2-TZVPD) on a cluster of 2 separate species, C3H4INO in total.

Structure (XYZ):
```
10
Properties=species:S:1:pos:R:3:forces:R:3
O -2.181 1.384 -1.740 -0.520 1.382 -0.367
C -2.177 0.404 -1.134 0.488 -0.222 -0.448
N -1.916 -0.678 -0.687 -0.371 -1.436 0.931
I -2.733 -1.742 0.808 0.077 0.230 -0.189
C 1.766 0.301 1.013 1.480 0.558 2.180
C 1.229 -0.145 -0.065 -3.619 1.155 -2.404
H 1.383 0.981 1.738 -1.167 0.489 0.049
H 2.744 0.046 1.375 0.635 -0.583 -0.458
H 0.208 0.161 -0.497 1.640 -0.212 1.408
H 1.677 -0.712 -0.812 1.357 -1.361 -0.701
```
Forces are in eV/Å.

Computed properties:
Kohn-Sham gap (eV): 8.9309
ΔE to the lowest compared entry with this formula, charge and spin (kcal/mol): 36.7
Energy (Eh): -544.3243
2S+1: 1
SMILES string: O=C=NI.C=C



9.
ORCA calculation (wB97M-V/def2-TZVPD) on a structure of composition C3H4LiO3Sm.

Structure (XYZ):
```
12
Properties=species:S:1:pos:R:3:forces:R:3
O -0.721 -1.165 0.357 -0.143 -0.033 0.076
C -1.600 -0.167 0.207 -0.727 -1.042 -0.262
C 0.633 -0.880 0.435 0.669 -0.018 -0.425
O -2.802 -0.421 0.235 0.038 0.448 0.076
O -1.159 1.010 -0.049 -0.754 0.505 0.216
C 1.432 -0.955 -0.638 -0.406 -0.006 0.554
H 0.987 -0.685 1.451 -0.077 0.064 -0.350
H 2.113 1.828 0.879 0.320 0.009 0.490
H 1.045 -1.250 -1.616 0.073 0.055 0.252
H 2.503 -0.802 -0.503 -0.293 -0.046 -0.047
Sm 0.758 2.009 -0.587 1.179 0.758 -0.805
Li -3.190 1.478 -0.171 0.120 -0.694 0.226
```
Forces are in eV/Å.

Computed properties:
Kohn-Sham gap (spin up / spin down) (eV): 6.5262 / 7.1968
ΔE to the lowest compared entry with this formula, charge and spin (kcal/mol): 19.5
Charge: +1
<S²>: 12.01
Energy (Eh): -1007.6924
2S+1: 7



10.
ORCA calculation (wB97M-V/def2-TZVPD) on a structure of composition C3H4LiO4Sn.

Structure (XYZ):
```
13
Properties=species:S:1:pos:R:3:forces:R:3
H -1.101 0.295 -1.575 -0.035 -0.121 0.243
C -1.225 0.183 -0.497 -1.026 0.875 -0.768
C -1.649 1.190 0.456 0.042 0.328 0.272
O -2.465 0.077 0.046 0.238 -0.083 -0.092
H -1.281 1.135 1.481 -0.144 0.029 -0.184
H -1.963 2.165 0.079 0.051 -0.256 0.123
O 1.441 0.562 0.044 -3.343 -2.571 0.754
C 1.169 -0.619 0.124 -1.306 -2.050 -1.833
O -0.319 -0.841 0.013 0.807 -1.086 0.481
Sn 2.795 1.882 0.041 4.075 4.118 -0.060
H -0.501 -1.775 -0.277 -0.097 0.603 0.254
Li 3.368 -2.565 0.032 0.156 -0.298 -0.024
O 1.731 -1.687 0.032 0.581 0.514 0.833
```
Forces are in eV/Å.

Computed properties:
Kohn-Sham gap (spin up / spin down) (eV): 5.6613 / 10.1792
ΔE to the lowest compared entry with this formula, charge and spin (kcal/mol): 0.9
Charge: +2
<S²>: 0.75
Energy (Eh): -638.8021
2S+1: 2